{
  "formula": "CHClFO2S",
  "method": "ωB97M-V with the def2-TZVPD basis set",
  "species": ["C", "O", "O", "F", "S", "Cl", "H"],
  "positions_angstrom": [[1.10, -0.27, 0.34], [-2.77, -0.50, -0.26], [-1.44, 1.35, -1.15], [1.54, -0.45, 1.66], [-1.70, 0.51, 0.01], [2.00, -1.31, -0.67], [1.27, 0.68, 0.08]],
  "mulliken_charge": [-0.214, -0.528, -0.475, -0.282, 0.552, -0.256, 0.203],
  "de_lowest_kcal_mol": 41.6,
  "max_force_ev_per_a": 4.10,
  "charge": -1,
  "energy_ev": -31222.62623
}

---

{
  "formula": "C4H15NO3",
  "method": "ωB97M-V with the def2-TZVPD basis set",
  "species": ["C", "C", "C", "N", "C", "H", "H", "H", "H", "H", "H", "H", "H", "H", "H", "H", "O", "H", "H", "O", "H", "H", "O"],
  "positions_angstrom": [[-0.03, -1.47, -0.08], [1.29, -0.88, -0.43], [1.68, 0.45, -0.48], [0.93, 1.54, -0.22], [2.36, -1.89, -0.68], [-0.25, -2.24, -0.82], [0.01, -1.95, 0.90], [-0.82, -0.73, -0.10], [2.66, 0.68, -0.91], [1.26, 2.41, -0.63], [0.75, 1.79, 0.77], [2.06, -2.81, -1.18], [3.13, -1.47, -1.33], [2.77, -2.25, 0.27], [-2.77, 0.63, 1.14], [-2.45, -0.26, -0.05], [-2.72, -0.30, 0.88], [-1.04, 0.85, -1.46], [-1.79, 1.09, -2.78], [-1.87, 0.67, -1.91], [-1.10, 1.60, 2.00], [-0.60, 0.51, 3.00], [-0.41, 1.39, 2.64]],
  "mulliken_charge": [-0.432, 0.904, -0.265, -0.298, -1.530, 0.432, 0.397, -0.466, 0.332, 0.301, 0.318, 0.385, 0.440, 0.343, 0.287, 0.435, -0.573, 0.303, 0.314, -0.616, 0.303, 0.332, -0.645],
  "de_lowest_kcal_mol": 10.2,
  "max_force_ev_per_a": 1.95,
  "charge": 1,
  "spin_multiplicity": 2,
  "energy_ev": -12015.39079
}

---

{
  "formula": "C13H23CsN2O10P2S",
  "method": "ωB97M-V with the def2-TZVPD basis set",
  "species": ["Cs", "C", "C", "O", "P", "O", "O", "O", "P", "O", "O", "O", "H", "H", "H", "H", "H", "H", "H", "O", "C", "N", "C", "O", "C", "C", "C", "C", "N", "C", "H", "H", "H", "H", "H", "H", "C", "C", "S", "O", "C", "C", "H", "H", "H", "H", "H", "H", "H", "H", "H", "H"],
  "positions_angstrom": [[-0.32, 0.73, 1.57], [3.14, -2.62, -0.04], [2.66, -2.32, 1.39], [3.24, -3.25, 2.32], [3.29, -0.70, 1.91], [4.84, -0.64, 1.52], [3.36, -0.80, 3.48], [2.54, 0.46, 1.38], [0.82, -2.59, 1.39], [0.41, -1.92, 2.84], [0.68, -4.07, 1.44], [0.21, -1.77, 0.31], [4.22, -2.71, -0.07], [2.80, -1.83, -0.72], [2.70, -3.56, -0.38], [2.63, -4.00, 2.35], [4.98, -0.35, 0.61], [3.39, -1.74, 3.72], [-0.54, -2.02, 2.98], [-1.77, 3.41, 1.76], [-2.20, 3.53, 0.73], [0.71, 8.13, -0.67], [-0.01, 6.97, -0.65], [-1.20, 6.92, -0.89], [0.78, 5.73, -0.34], [1.82, 5.71, 0.58], [2.45, 4.51, 0.84], [2.04, 3.37, 0.16], [1.04, 3.38, -0.73], [0.44, 4.54, -0.97], [0.22, 8.97, -0.94], [1.71, 8.13, -0.67], [2.11, 6.61, 1.12], [3.25, 4.44, 1.56], [2.49, 2.41, 0.36], [-0.39, 4.55, -1.66], [-3.53, -4.02, 1.33], [-2.94, -3.10, 0.28], [-3.11, -1.35, 0.69], [-2.73, -1.22, 2.14], [-4.91, -1.18, 0.62], [-5.41, -1.19, -0.82], [-3.16, -5.03, 1.18], [-4.62, -4.06, 1.28], [-3.24, -3.70, 2.33], [-3.37, -3.24, -0.71], [-1.86, -3.22, 0.19], [-5.10, -0.22, 1.11], [-5.35, -1.96, 1.24], [-4.85, -0.49, -1.43], [-6.46, -0.90, -0.86], [-5.33, -2.18, -1.26]],
  "mulliken_charge": [1.207, -1.975, 1.228, -0.705, 0.299, -0.553, -0.504, -0.454, 1.057, -0.631, -0.807, -0.843, 0.470, 0.372, 0.401, 0.412, 0.336, 0.409, 0.362, -0.152, 0.153, -0.386, 0.269, -0.616, 0.796, -0.385, -0.613, -0.393, -0.470, -0.544, 0.236, 0.212, 0.469, 0.415, 0.621, 0.429, -1.275, -0.199, 0.388, -0.660, -0.489, -1.060, 0.405, 0.338, 0.301, 0.379, 0.141, 0.381, 0.281, 0.295, 0.372, 0.282],
  "de_lowest_kcal_mol": 12.9,
  "max_force_ev_per_a": 0.45,
  "charge": 0,
  "energy_ev": -67277.23528
}